[1]
A gas-phase ion, C3H3O2S (charge +1) in a non-equilibrium geometry. Source: the OMol25 dataset; level of theory: ωB97M-V with the def2-TZVPD basis set.

Computed properties:
* highest occupied orbital energy (alpha / beta): -0.544 / -0.544 hartree
* frontier orbital gap (alpha / beta): 8.60 / 8.60 eV
* spin multiplicity: 1
* total charge: +1

XYZ file:
```
9
C3H3O2S (ωB97M-V with the def2-TZVPD basis set)
C -0.324 -0.770 -0.033
C -1.618 1.310 0.001
C 0.554 0.309 -0.017
O 0.033 1.499 -0.014
O 1.854 0.271 -0.016
S -1.950 -0.283 -0.008
H -0.060 -1.810 -0.026
H -2.135 2.246 0.016
H 2.255 -0.610 0.016
```

Atomic partial charges in e from the natural (NBO) method, atoms 1 to 2: number 1, C, carries -0.61; number 2, C, carries -0.08

=====

[2]
A gas-phase ion, C3H3O3 (charge -1) in a non-equilibrium geometry. Source: the OMol25 dataset; level of theory: ωB97M-V with the def2-TZVPD basis set.

Computed properties:
* highest occupied orbital energy: -0.149 hartree
* frontier orbital gap: 7.67 eV
* spin multiplicity: 1
* total charge: -1

XYZ file:
```
9
C3H3O3 (ωB97M-V with the def2-TZVPD basis set)
O -2.329 1.477 -1.233
C -2.153 0.268 -1.356
O -2.752 -0.575 -2.010
C -0.773 -0.354 -0.630
C -0.153 0.501 0.165
O 1.036 0.373 0.935
H -0.412 -1.310 -0.777
H -0.495 1.528 0.464
H 1.747 -0.188 0.673
```

Atomic partial charges in e from the natural (NBO) method, atoms 1 to 2: number 1, O, carries -0.77; number 2, C, carries 0.80

=====

[3]
2 unconnected molecules or ions with the total composition C3H3O3S in a non-equilibrium geometry. Source: the OMol25 dataset; level of theory: ωB97M-V with the def2-TZVPD basis set.

Computed properties:
* highest occupied orbital energy (alpha / beta): -0.117 / -0.117 hartree
* frontier orbital gap (alpha / beta): 5.24 / 5.25 eV
* spin multiplicity: 1
* total charge: -1

XYZ file:
```
10
C3H3O3S (ωB97M-V with the def2-TZVPD basis set)
C -0.197 1.758 1.046
C -1.303 -0.526 -0.512
C -0.259 0.211 0.337
O 0.766 1.916 1.736
O -1.202 2.331 0.744
O -0.739 -0.933 0.740
S 2.674 -1.174 -1.312
H -2.274 -0.155 -0.635
H -0.932 -1.182 -1.233
H 3.465 -2.245 -0.911
```

Atomic partial charges in e from the natural (NBO) method, atoms 1 to 2: number 1, C, carries 0.79; number 2, C, carries -0.19

=====

[4]
2 unconnected molecules or ions with the total composition C3H3O3S in a non-equilibrium geometry. Source: the OMol25 dataset; level of theory: ωB97M-V with the def2-TZVPD basis set.

Computed properties:
* highest occupied orbital energy: -0.088 hartree
* frontier orbital gap: 5.69 eV
* spin multiplicity: 1
* total charge: -1

XYZ file:
```
10
C3H3O3S (ωB97M-V with the def2-TZVPD basis set)
C -0.171 -0.288 -1.692
C 1.114 -0.058 -1.656
C -0.407 -0.282 2.349
O -0.079 -1.365 2.099
O -0.683 0.761 2.700
O -1.317 0.254 -0.985
S 1.646 0.875 -0.076
H -0.643 -0.724 -2.587
H -1.014 1.173 -0.577
H 1.555 -0.346 0.425
```

Atomic partial charges in e from the natural (NBO) method, atoms 1 to 2: number 1, C, carries -0.11; number 2, C, carries -0.52

=====

[5]
A molecular structure, C3H3O3Tm in a non-equilibrium geometry. Source: the OMol25 dataset; level of theory: ωB97M-V with the def2-TZVPD basis set.

Computed properties:
* highest occupied orbital energy (alpha / beta): -0.790 / -0.825 hartree
* frontier orbital gap (alpha / beta): 7.15 / 4.07 eV
* spin multiplicity: 4
* total charge: +3

XYZ file:
```
10
C3H3O3Tm (ωB97M-V with the def2-TZVPD basis set)
O -0.982 0.447 -0.523
Tm -1.538 -2.306 -3.429
O -0.174 -1.169 -1.862
C -0.108 -0.268 -1.016
O 1.108 -0.295 -0.272
C 1.077 0.258 0.923
C -0.208 0.720 1.383
H 2.031 0.653 1.275
H -0.632 0.218 2.256
H -0.573 1.743 1.264
```

Atomic partial charges in e from the natural (NBO) method, atoms 1 to 2: number 1, O, carries -0.05; number 2, Tm, carries 1.99

=====

[6]
A molecular structure, C3H3O3Yb in a non-equilibrium geometry. Source: the OMol25 dataset; level of theory: ωB97M-V with the def2-TZVPD basis set.

Computed properties:
* highest occupied orbital energy (alpha / beta): -0.679 / -0.704 hartree
* frontier orbital gap (alpha / beta): 8.72 / 9.40 eV
* spin multiplicity: 2
* total charge: +2

XYZ file:
```
10
C3H3O3Yb (ωB97M-V with the def2-TZVPD basis set)
C -2.578 0.101 -0.212
O -0.281 0.705 -0.031
C -0.404 -0.630 -0.013
C -1.746 1.269 0.220
O -1.591 -1.057 0.021
O 0.669 -1.258 0.081
H -3.372 -0.101 0.521
H -1.802 2.150 -0.425
H -1.762 1.541 1.288
Yb 2.164 0.445 -0.011
```

Atomic partial charges in e from the natural (NBO) method, atoms 1 to 2: number 1, C, carries 0.25; number 2, O, carries -0.63

=====

One value per record, in order, for ΔE to the lowest compared entry with this formula, charge and spin: 54.49, 127.90, 381.23, 236.76, 230.32, 71.37 kJ/mol.